# 1
This record from the OMol25 dataset describes one molecule with the formula C20H30ClN3O3. The level of theory is the ωB97M-V functional and the def2-TZVPD basis.

Last column: Mulliken charge in e.
Element x y z (Å)
1 C -2.521503 -2.284704 -4.586231  -1.48
2 C -2.020141 -1.746135 -3.248511  -0.23
3 C -0.514551 -1.908890 -3.034135  0.35
4 C -0.093752 -3.376032 -3.091845  -1.70
5 C -0.068357 -1.246971 -1.726083  -0.22
6 C 1.437773 -1.342105 -1.479914  -1.36
7 C 1.875841 -0.355078 -0.414804  0.44
8 O 2.291501 0.752078 -0.729288  -0.69
9 N 1.675590 -0.739186 0.861103  0.19
10 C 1.910712 0.081697 2.049333  0.71
11 C 3.399072 0.393090 2.200736  -0.87
12 O 4.210068 -0.774948 2.282959  -0.54
13 C 1.052546 1.349270 2.018768  -1.07
14 C -0.357946 0.888796 2.405674  -0.08
15 C -0.166893 -0.334087 3.330493  0.42
16 C -0.641426 -0.086981 4.758658  -1.81
17 C 1.337556 -0.675059 3.257759  -1.54
18 N -0.445465 0.144401 -1.637965  0.05
19 C -1.419148 0.614311 -0.830658  0.26
20 O -2.233914 -0.103000 -0.271800  -0.67
21 C -1.426189 2.097424 -0.621161  0.93
22 C -2.626231 2.745171 -0.352727  -0.60
23 N -2.721917 4.053703 -0.127674  -0.66
24 C -1.599691 4.769076 -0.144480  -0.19
25 C -0.352424 4.211340 -0.382962  0.05
26 Cl 1.064460 5.196535 -0.360525  -0.21
27 C -0.260344 2.853845 -0.628555  -1.02
28 H -3.568363 -2.018926 -4.731994  0.43
29 H -1.954411 -1.864938 -5.420293  0.32
30 H -2.454227 -3.371565 -4.644290  0.34
31 H -2.279324 -0.686391 -3.194379  0.20
32 H -2.562778 -2.224335 -2.427624  0.34
33 H -0.008154 -1.382917 -3.855886  0.28
34 H -0.563486 -3.953636 -2.290765  0.36
35 H -0.380111 -3.829582 -4.039367  0.46
36 H 0.987058 -3.497698 -3.009428  0.40
37 H -0.570216 -1.766311 -0.904000  0.44
38 H 1.721187 -2.357153 -1.194768  0.54
39 H 1.993903 -1.092191 -2.385672  0.32
40 H 1.302493 -1.662529 1.015492  0.39
41 H 3.742370 0.982154 1.348904  0.42
42 H 3.549649 0.999060 3.099543  0.47
43 H 3.638976 -1.542277 2.383624  0.37
44 H 1.433570 2.060400 2.756847  0.61
45 H 1.075286 1.853963 1.054031  0.20
46 H -0.920121 1.693011 2.881406  0.59
47 H -0.919641 0.600081 1.514528  -0.41
48 H -0.741980 -1.172215 2.929516  0.35
49 H -0.111649 0.756593 5.208454  0.38
50 H -1.708190 0.138987 4.779547  0.43
51 H -0.475884 -0.962504 5.390401  0.42
52 H 1.489564 -1.757351 3.186184  0.47
53 H 1.848543 -0.348115 4.166130  0.32
54 H 0.185223 0.808996 -2.059402  0.40
55 H -3.551477 2.185707 -0.314856  0.48
56 H -1.698032 5.830088 0.048476  0.39
57 H 0.715010 2.404049 -0.786520  0.82

Forces on atoms 1 to 2 (eV/Å):
C 0.008 -0.043 0.070
C -0.154 0.070 -0.044

max |F|: 0.6 eV/Å
HOMO level: -9.6 eV
total energy: -44363.909 eV
charge: 0
SMILES: CC[C@H](C)[C@@H](CC(=O)N[C@@]1(CO)CC[C@H](C)C1)NC(=O)c1cncc(Cl)c1
ΔE to the lowest compared entry with this formula, charge and spin: 6.8 kcal/mol


# 2
This record from the OMol25 dataset describes C9H61CrNO23 as an isolated structure. The level of theory is the ωB97M-V functional and the def2-TZVPD basis.

Last column: Mulliken charge in e.
Element x y z (Å)
1 Cr 1.270261 2.911580 2.768304  0.25
2 C 1.745811 -0.116020 0.067824  -0.18
3 C 0.497431 0.547940 -0.730536  1.62
4 C -0.176379 -0.572430 -1.494336  -1.37
5 C -1.105179 -1.504800 -0.661636  -0.60
6 C -2.256419 -0.692870 0.002614  -0.94
7 C -1.567449 0.436100 0.883374  1.11
8 N -0.426939 1.189190 0.218774  1.70
9 O 0.147811 2.290700 1.015874  1.10
10 C -1.110879 -0.324240 2.214024  -1.09
11 C -2.772599 1.420670 1.021194  -1.59
12 C 0.954831 1.538690 -1.785386  -2.12
13 H 2.108381 0.578310 0.825824  -0.62
14 H 2.524071 -0.325200 -0.666106  0.67
15 H 1.523401 -1.067860 0.550154  -0.10
16 H 0.713311 -1.096940 -1.842806  0.10
17 H -0.734709 -0.188460 -2.348116  0.54
18 H -0.479239 -1.971000 0.099254  0.14
19 H -1.687219 -2.220850 -1.241826  0.44
20 H -2.811789 -1.407600 0.609934  0.07
21 H -2.895759 -0.335310 -0.804536  0.41
22 H -1.985229 -0.910870 2.495974  0.37
23 H -0.887259 0.489870 2.903454  0.16
24 H -0.215519 -0.945310 2.187704  0.13
25 H -2.507069 2.190450 1.745784  -0.03
26 H -3.747519 1.000010 1.267514  0.37
27 H -3.016319 1.867940 0.057534  0.50
28 H 1.781731 1.191800 -2.405076  0.29
29 H 1.392691 2.346010 -1.198356  0.22
30 H 0.059971 1.911580 -2.283666  0.69
31 O 1.665261 1.208790 3.571604  -0.95
32 H 1.489441 0.272890 3.789994  0.29
33 O -1.500039 3.998520 -1.043436  -0.73
34 H -2.294729 3.658650 -1.454776  0.37
35 H -1.156799 3.261120 -0.538806  0.05
36 O 4.685311 0.986300 1.284244  -0.86
37 H 5.616601 0.836720 1.447224  0.32
38 H 4.308501 0.108570 1.222344  0.33
39 O 2.769741 -2.726010 -3.001836  -0.58
40 H 2.531811 -3.491460 -3.525006  0.28
41 H 2.354911 -2.877390 -2.152586  0.25
42 O 3.904581 -0.341600 -3.677206  -0.68
43 H 3.331181 -1.105840 -3.735386  0.40
44 H 4.075891 -0.240830 -2.740866  0.25
45 O 0.789961 5.291230 -0.422546  -0.61
46 H 0.235491 4.576170 -0.734776  0.27
47 H 1.545381 5.283380 -1.010346  0.33
48 O 5.341171 0.856120 -1.491256  -0.64
49 H 5.232671 0.885880 -0.540696  0.40
50 H 5.331521 1.773960 -1.762756  0.30
51 O -2.781969 -4.183800 -2.527916  -0.71
52 H -3.495639 -3.978430 -3.131846  0.30
53 H -3.071069 -4.976160 -2.075346  0.26
54 O -6.211739 2.413930 1.255554  -0.64
55 H -6.657279 2.786170 2.016574  0.35
56 H -5.689649 3.136120 0.906114  0.30
57 O 4.007941 -1.864250 1.543004  -0.62
58 H 4.116291 -1.728460 2.484314  0.35
59 H 3.150881 -2.281900 1.457864  0.19
60 O 3.731951 -0.628360 3.953884  -0.61
61 H 3.058051 -0.047390 3.600954  0.41
62 H 4.039551 -0.186270 4.745184  0.32
63 O -0.965499 -3.426060 -4.370426  -0.59
64 H -0.634619 -4.192810 -4.838246  0.30
65 H -1.602309 -3.780050 -3.749616  0.32
66 O -0.185049 -4.630410 -1.307116  -0.60
67 H -1.108219 -4.519290 -1.534356  0.21
68 H -0.185609 -5.296440 -0.619626  0.36
69 O 3.022071 2.957400 1.725034  -0.05
70 H 3.527111 2.165470 1.540594  0.37
71 H 3.523361 3.662540 1.315494  0.24
72 O -5.641329 0.471020 3.244634  -0.61
73 H -6.321649 -0.033640 2.798854  0.34
74 H -5.415189 1.166690 2.627274  0.28
75 O 4.188481 2.492170 -3.986706  -0.60
76 H 4.007841 1.562190 -3.849826  0.41
77 H 3.444711 2.808140 -4.499736  0.29
78 O 2.220551 -3.967070 -0.551786  -0.65
79 H 2.165601 -3.747780 0.378344  0.29
80 H 1.318661 -4.162590 -0.805946  0.45
81 O -2.504379 4.485100 2.871374  -0.63
82 H -2.932879 4.702040 3.699354  0.28
83 H -3.052279 4.896090 2.202704  0.28
84 O 0.615481 -0.858160 -4.984246  -0.63
85 H 0.460871 -0.208140 -4.298826  0.32
86 H -0.058789 -1.522410 -4.841546  0.31
87 O -4.681109 -2.702130 2.215634  -0.60
88 H -5.373199 -2.050150 2.105334  0.21
89 H -4.459179 -2.661490 3.145864  0.30
90 O -0.506739 2.994040 3.726874  -0.16
91 H -0.753609 2.609920 4.568144  0.27
92 H -1.276879 3.493800 3.456014  0.32
93 O -3.079089 -4.236410 0.529484  -0.61
94 H -3.607269 -3.711400 1.130834  0.34
95 H -2.941269 -3.667670 -0.227996  0.32

Forces on atoms 1 to 2 (eV/Å):
Cr -0.843 -4.249 -1.158
C -0.803 0.953 -0.215

max |F|: 4.7 eV/Å
HOMO level (alpha / beta): -14.2 / -14.2 eV
multiplicity: 5
total energy: -87309.482 eV
charge: +2


# 3
This record from the OMol25 dataset describes CH19O12V as an isolated structure. The level of theory is the ωB97M-V functional and the def2-TZVPD basis.

Last column: Mulliken charge in e.
Element x y z (Å)
1 V 0.881982 1.360631 1.185425  0.72
2 C -0.323896 -0.929764 0.725149  1.24
3 O -0.878320 -0.160310 1.481141  -0.77
4 O -0.955835 -2.050997 0.292995  -0.48
5 O 0.828186 -0.685685 0.311004  -0.72
6 H -1.782935 -2.164675 0.795739  0.29
7 O -3.748985 -0.542834 -0.979040  -0.60
8 H -3.876687 -0.819292 -0.038756  0.37
9 H -3.745800 0.402699 -0.967063  0.28
10 O -3.725091 -0.437587 1.760055  -0.64
11 H -2.775593 -0.402853 1.764147  0.33
12 H -3.869917 -0.411276 2.679326  0.33
13 O 3.120352 1.293994 0.545046  -0.44
14 H 3.469578 0.524146 0.096705  0.28
15 H 3.834443 1.881619 0.857310  0.29
16 O -0.956089 -0.367649 -2.960899  -0.60
17 H -1.249468 -0.980646 -2.263639  0.30
18 H -0.459001 -0.926853 -3.524774  0.30
19 O 1.655698 0.081050 2.897908  -0.49
20 H 0.829689 0.037611 3.426150  0.36
21 H 2.074968 -0.736392 2.795962  0.29
22 O -1.142580 2.564426 0.843890  -0.39
23 H -2.008884 2.563168 1.229699  0.27
24 H -1.202264 3.303130 0.199755  0.27
25 O 0.748894 1.934933 -0.947724  -0.46
26 H 1.488384 1.499452 -1.416211  0.33
27 H 0.043223 1.884679 -1.632953  0.30
28 O 2.450930 0.201952 -2.452000  -0.66
29 H 2.289695 -0.611358 -2.023315  0.38
30 H 3.364859 0.366640 -2.164991  0.28
31 O 1.761895 -2.761191 -1.178520  -0.69
32 H 1.250656 -2.161112 -0.648630  0.38
33 H 2.607913 -2.749655 -0.688893  0.34

Forces on atoms 1 to 2 (eV/Å):
V 0.109 -2.185 -1.620
C -0.196 -2.052 -1.477

max |F|: 4.0 eV/Å
HOMO level (alpha / beta): -12.9 / -13.4 eV
multiplicity: 4
total energy: -51599.415 eV
charge: +1
ΔE to the lowest compared entry with this formula, charge and spin: 0.0 kcal/mol


# 4
This record from the OMol25 dataset describes C13H11FO7V as an isolated structure. The level of theory is the ωB97M-V functional and the def2-TZVPD basis.

Last column: Mulliken charge in e.
Element x y z (Å)
1 O -6.600446 14.967773 -19.740033  -0.69
2 V -7.919409 14.405546 -19.034763  1.32
3 O -7.852829 14.851147 -17.469413  -0.78
4 C -8.281404 12.046724 -20.074084  1.11
5 O -7.892577 12.240018 -18.861662  -0.69
6 O -8.610306 10.934185 -20.554351  -0.73
7 O -8.613166 13.119101 -20.731124  -0.67
8 F -2.858920 13.181329 -14.832285  -0.31
9 C -2.955491 14.080337 -15.852767  0.43
10 C -4.092414 14.371364 -16.547702  -0.55
11 C -4.019260 15.303847 -17.578275  -0.04
12 C -2.851002 16.009245 -17.809433  -0.72
13 C -1.683192 15.594843 -17.166347  -0.19
14 C -1.710756 14.579033 -16.230681  -0.49
15 H -5.034323 13.862804 -16.383785  0.47
16 H -4.909464 15.652869 -18.086263  0.29
17 H -2.795102 16.826942 -18.514232  0.38
18 H -0.765892 16.099427 -17.447521  0.32
19 H -0.815992 14.188395 -15.768391  0.40
20 C -11.603256 16.879650 -18.967014  -0.49
21 C -12.143937 17.792304 -18.047386  -0.56
22 C -11.299076 18.552596 -17.278327  0.71
23 C -9.928170 18.291357 -17.232817  -0.60
24 C -9.414146 17.314577 -18.069212  -0.39
25 C -10.255990 16.589278 -18.895256  0.38
26 O -9.732872 15.526821 -19.633856  -0.33
27 O -11.830158 19.440746 -16.380877  -0.56
28 H -12.262093 16.356159 -19.647347  0.34
29 H -13.200631 17.980190 -17.910371  0.38
30 H -9.250943 18.817961 -16.574258  0.27
31 H -8.342566 17.180285 -18.073716  0.46
32 H -10.183917 15.436304 -20.480840  0.26
33 H -11.184461 20.031652 -15.992120  0.30

Forces on atoms 1 to 2 (eV/Å):
O -0.996 -0.056 0.646
V 1.033 -2.827 -0.961

max |F|: 4.6 eV/Å
HOMO level: -4.6 eV
total energy: -56399.869 eV
charge: -1


# 5
This record from the OMol25 dataset describes C6H19BN3Pt as an isolated structure. The level of theory is the ωB97M-V functional and the def2-TZVPD basis.

Last column: Mulliken charge in e.
Element x y z (Å)
1 C -0.994583 -0.272519 -3.375278  -0.85
2 C -0.415898 -1.660209 -2.720294  -0.59
3 C -0.263760 -1.600187 -1.068992  -0.44
4 N 0.269596 -0.247801 -0.572712  -0.30
5 B 1.202193 -0.429222 0.614607  0.28
6 C 0.600841 -1.361367 1.828140  -0.49
7 N -0.842268 -1.028476 2.215011  -0.45
8 C 1.715570 1.064609 1.066713  -0.58
9 N 0.811199 1.797864 2.029435  -0.07
10 C -0.492826 2.238484 1.404643  -0.66
11 H -1.586155 -0.517219 -4.373601  0.30
12 H -0.071685 0.405620 -3.709753  0.24
13 H -1.636716 0.389691 -2.655163  0.23
14 H -1.175408 -2.540794 -2.961896  0.37
15 H 0.607271 -1.984117 -3.230571  0.30
16 H -1.354437 -1.832195 -0.649842  0.25
17 H 0.425471 -2.500540 -0.728677  0.22
18 H 0.908290 0.062276 -1.364171  0.30
19 H 2.162620 -1.005717 0.189126  0.03
20 H 1.343535 -1.319301 2.733730  0.30
21 H 0.571293 -2.504554 1.485525  0.21
22 H -0.886542 -0.200399 2.848453  0.21
23 H -1.456080 -0.933956 1.375873  0.26
24 H 2.795047 1.034324 1.545157  0.27
25 H 1.803904 1.740480 0.090548  0.32
26 H 0.687411 1.304376 2.940216  0.32
27 H -0.655770 3.376966 1.723702  0.07
28 H -0.420035 2.269684 0.217435  0.35
29 H -1.438819 1.649386 1.790956  0.34
30 Pt -2.213258 4.604812 1.311681  0.26

Forces on atoms 1 to 2 (eV/Å):
C 0.965 0.270 -0.798
C -0.369 -0.375 0.055

max |F|: 6.1 eV/Å
HOMO level: -11.7 eV
total energy: -14906.458 eV
charge: +1